(1)
116
Properties=species:S:1:pos:R:3:forces:R:3 method="wB97M-V/def2-TZVPD" charge=-1 e_homo_ev=-4.0 e_tot_ha=-10445.55250 relative_energy_kj_mol=5.4 orbital_gap_ev=5.940
Sn -0.4445 0.0161 -1.1039 -0.8 0.2 -0.3
C -4.7957 -1.3027 -2.0334 0.0 0.0 0.2
C -3.5602 -0.4791 -1.7797 0.0 -0.2 -0.2
N -2.4441 -1.0811 -1.5238 0.2 0.2 -0.1
N -2.4624 -2.4650 -1.5706 -0.1 -0.2 0.2
C -1.3411 -3.0021 -1.8836 0.0 0.2 -0.1
S 0.1445 -2.2111 -2.3152 0.1 -0.1 0.0
S -1.3168 -4.7844 -1.9403 0.0 -0.1 -0.1
C -2.7316 -5.0479 -3.0821 0.2 0.1 0.1
C -2.3600 -4.6644 -4.4867 0.0 0.0 0.1
C -1.7907 -5.5987 -5.3480 0.0 0.0 0.0
C -1.3565 -5.2238 -6.6107 0.0 0.0 0.0
C -1.4849 -3.9056 -7.0287 0.0 0.0 0.0
C -2.0540 -2.9679 -6.1787 0.0 0.0 0.0
C -2.4903 -3.3460 -4.9166 -0.1 0.0 0.0
C -3.5949 0.9629 -1.9861 0.0 0.1 0.0
C -4.7872 1.6715 -1.7475 0.1 0.0 0.0
C -4.9416 2.9797 -2.1292 0.0 0.0 -0.1
C -3.8960 3.6116 -2.8136 0.0 0.0 0.0
C -2.7038 2.9648 -3.0207 0.0 0.0 0.0
C -2.4875 1.6469 -2.5626 -0.1 0.0 -0.1
O -1.2982 1.1122 -2.7409 0.2 -0.2 0.2
H -4.9328 -2.0175 -1.2212 0.0 0.0 0.0
H -4.6615 -1.8807 -2.9489 0.0 0.0 0.0
H -5.6776 -0.6807 -2.1448 0.0 0.0 0.0
H -3.5486 -4.4498 -2.6860 -0.1 -0.1 0.0
H -2.9642 -6.1084 -2.9976 -0.1 0.0 0.0
H -1.6815 -6.6279 -5.0223 0.0 0.0 0.0
H -0.9011 -5.9582 -7.2639 0.0 0.0 0.0
H -1.1384 -3.6107 -8.0113 0.0 0.0 0.0
H -2.1438 -1.9341 -6.4881 0.0 0.0 0.0
H -2.9221 -2.6057 -4.2530 0.0 0.0 0.0
H -5.5807 1.1847 -1.1934 0.0 0.0 -0.1
H -5.8499 3.5187 -1.8950 0.0 0.0 0.0
H -4.0133 4.6343 -3.1551 0.0 0.0 0.1
H -1.8613 3.4682 -3.4803 0.0 0.0 0.0
Cl 3.5746 -0.0363 -1.5906 0.0 0.0 0.0
C 4.4610 1.1121 -0.6223 -0.1 0.3 0.2
C 5.8419 0.9879 -0.5653 0.0 -0.1 -0.1
C 6.5767 1.8968 0.1780 0.0 0.0 0.0
C 5.9366 2.9288 0.8506 0.0 0.0 0.0
C 4.5547 3.0296 0.8042 0.1 0.0 0.0
C 3.7884 2.1224 0.0746 0.0 -0.2 -0.1
P 1.9406 2.1504 0.1224 0.4 0.2 0.1
C 1.5989 3.5458 -1.0103 -0.2 0.0 0.1
C 2.1018 3.3725 -2.3068 0.0 0.1 0.1
C 1.7700 4.2576 -3.3191 0.0 0.0 0.1
C 0.9035 5.3143 -3.0639 0.1 0.0 0.0
C 0.3820 5.4787 -1.7923 0.0 0.0 0.1
C 0.7239 4.6023 -0.7682 0.1 0.0 0.0
C 1.6512 2.4318 1.8936 0.0 -0.2 0.1
C 2.2003 1.2095 2.6036 -0.2 0.0 -0.1
C 0.9257 0.7201 4.2717 0.0 0.0 -0.1
C -0.0320 1.8633 4.4275 0.1 -0.1 0.0
C -0.0551 2.9587 3.6669 -0.1 0.1 0.0
C 0.6731 3.1889 2.4134 0.2 0.2 0.1
H 6.3302 0.1813 -1.0979 0.0 0.0 0.0
H 7.6541 1.7964 0.2311 0.0 0.0 0.0
H 6.5142 3.6505 1.4152 0.0 0.0 0.0
H 4.0446 3.8148 1.3514 0.0 0.0 0.0
H 2.7529 2.5346 -2.5272 0.0 0.0 0.0
H 2.1776 4.1119 -4.3119 0.0 0.0 0.0
H 0.6373 6.0010 -3.8585 0.0 0.0 0.0
H -0.3125 6.2835 -1.5813 0.0 0.0 0.0
H 0.2796 4.7454 0.2018 -0.1 0.0 -0.1
H 3.0696 0.8087 2.0821 0.0 0.0 0.0
H 0.7796 -0.0373 5.0404 0.0 0.0 0.0
H -0.7064 1.8080 5.2752 0.0 0.0 0.0
H -0.7728 3.7300 3.9248 0.0 0.0 0.0
H 0.2974 4.0203 1.8404 -0.1 -0.1 0.0
F -2.3659 -6.6430 3.3488 0.0 0.0 0.0
C -1.5906 -5.6438 2.9290 0.0 -0.1 0.0
C -0.2277 -5.8220 2.8351 0.1 -0.1 0.0
F 0.3087 -6.9977 3.1690 0.0 0.0 0.0
C 0.5808 -4.7791 2.4199 -0.1 0.2 0.0
F 1.8967 -5.0145 2.4500 0.1 0.0 -0.1
C 0.0583 -3.5483 2.0383 -0.2 0.0 -0.2
P 0.9882 -2.1534 1.2363 0.3 -0.3 0.3
C 2.4512 -3.0180 0.5282 -0.1 0.1 0.0
C 2.2084 -4.1019 -0.3182 0.1 0.0 0.0
C 3.2451 -4.7203 -0.9970 -0.1 0.0 0.0
C 4.5444 -4.2474 -0.8633 0.0 0.0 0.0
C 4.7944 -3.1584 -0.0452 0.0 0.1 0.0
C 3.7533 -2.5399 0.6386 0.0 -0.1 0.0
C 1.6185 -1.2383 2.7077 0.0 0.1 -0.1
C 2.6571 -1.7045 3.4170 -0.2 0.0 0.1
C 3.4738 -0.9703 4.3919 0.0 -0.1 0.0
C 3.3984 0.3304 4.6871 0.0 0.1 -0.1
C 2.3812 1.2843 4.1427 0.0 0.0 0.0
C 1.0623 0.1588 2.8260 0.1 0.0 0.0
C -1.3285 -3.3838 2.1840 0.1 0.0 0.0
Br -2.1439 -1.7126 1.8690 0.0 0.0 0.0
C -2.1370 -4.4151 2.6214 -0.1 0.2 0.0
F -3.4532 -4.2533 2.7629 0.0 0.0 0.0
H 1.1971 -4.4651 -0.4571 0.0 0.0 0.0
H 3.0308 -5.5699 -1.6342 0.0 0.0 0.0
H 5.3559 -4.7213 -1.4025 0.0 0.0 0.0
H 5.8042 -2.7796 0.0637 0.0 0.0 0.0
H 3.9673 -1.6737 1.2507 0.0 0.0 0.0
H 2.9831 -2.7198 3.2204 0.0 0.0 0.0
H 4.2477 -1.5550 4.8794 0.0 0.0 0.0
H 4.1142 0.7352 5.3948 0.0 0.0 0.0
H 2.5111 2.2852 4.5496 0.0 0.0 0.0
H 0.1888 0.2975 2.1896 0.0 0.0 0.0
F -4.1000 6.1736 5.3923 -0.1 0.0 0.0
C -3.7271 5.4523 4.3231 0.0 0.0 0.0
C -2.8490 5.9731 3.3951 0.1 0.1 -0.1
F -2.3879 7.2246 3.5547 0.0 0.0 0.0
C -2.4484 5.2081 2.3161 -0.1 -0.1 0.0
F -1.5814 5.7770 1.4560 0.0 0.1 0.0
C -2.8906 3.9020 2.0971 -0.1 0.0 0.2
Se -2.2969 2.8501 0.6603 0.1 -0.2 -0.2
C -3.8153 3.4322 3.0380 0.1 0.1 -0.1
F -4.3548 2.2150 2.8991 0.0 -0.1 0.1
C -4.2174 4.1753 4.1299 -0.1 -0.1 0.0
F -5.0942 3.6727 5.0153 0.0 0.0 0.0

=====

(2)
113
Properties=species:S:1:pos:R:3:forces:R:3 method="wB97M-V/def2-TZVPD" charge=+2 e_homo_ev=-11.8 e_tot_ha=-4859.82468 relative_energy_kj_mol=165.9 orbital_gap_ev=5.032
Ta -0.0938 0.1692 0.1172 1.0 1.2 -1.0
Cl 0.6209 -8.5854 3.8479 0.0 0.0 0.0
C 0.4824 -7.0149 3.1574 0.0 0.3 -0.2
C 0.3896 -6.8693 1.7774 0.0 -0.2 0.2
C 0.2772 -5.6098 1.2249 0.1 0.2 0.1
C 0.2784 -4.4747 2.0295 0.1 -0.4 0.1
C 0.3813 -4.6313 3.4130 -0.1 0.0 -0.3
C 0.4698 -5.8902 3.9741 0.1 -0.2 0.1
C 0.1723 -3.1199 1.4465 0.0 0.4 -0.1
C -0.9886 -2.7989 0.7365 0.5 -0.4 0.4
C -2.0197 -3.7256 0.4177 -0.3 0.4 -0.3
C -2.9588 -3.0596 -0.3077 0.5 -0.3 0.3
C -2.5452 -1.6983 -0.3954 -0.9 0.7 -0.5
C -3.3651 -0.6262 -0.8159 0.6 -0.3 0.6
C -4.3634 -0.7730 -1.8644 -0.6 -0.1 -0.4
C -5.2219 0.2819 -2.2311 0.2 -0.2 0.2
C -6.0857 0.1769 -3.2971 -0.1 -0.1 -0.2
C -6.1051 -0.9759 -4.0766 0.3 0.0 0.4
Cl -7.1537 -1.0937 -5.4213 -0.1 0.0 -0.1
C -5.2205 -2.0096 -3.7781 -0.2 0.1 -0.1
C -4.3670 -1.9052 -2.7036 0.0 0.3 0.2
C -3.2203 0.6121 -0.1186 -0.3 -0.3 -0.2
N -2.0215 1.0994 0.3094 1.1 -0.7 0.2
C -2.2846 2.2661 0.9989 0.0 0.7 0.5
C -1.3511 3.1666 1.5289 0.1 -0.2 0.0
C -1.8907 4.4523 2.0069 -0.1 0.3 0.1
C -2.6059 5.2720 1.1340 0.2 -0.1 0.1
C -3.1271 6.4756 1.5584 -0.1 0.2 0.2
C -2.9574 6.8720 2.8810 0.1 -0.3 -0.1
Cl -3.6173 8.3653 3.4172 0.0 0.0 0.0
C -2.2615 6.0572 3.7680 -0.1 0.3 0.0
C -1.7249 4.8631 3.3301 -0.1 -0.1 -0.2
C 0.0241 2.9501 1.6666 -0.4 0.5 0.0
C 0.9543 3.9034 2.1929 0.1 -0.3 -0.2
C 2.1562 3.2736 2.2958 -0.3 0.0 -0.2
C 1.9634 1.9393 1.8172 0.2 0.0 0.2
N 0.6763 1.7788 1.4022 -0.5 -0.9 -0.2
C 2.8908 0.8943 1.9427 -0.4 -0.6 0.1
C 2.5212 -0.4524 1.8207 0.6 0.9 0.2
C 3.2969 -1.5586 2.2805 -0.4 -0.3 -0.1
C 2.4978 -2.6596 2.2299 0.2 0.4 -0.1
C 1.2470 -2.2513 1.6757 -0.4 -0.8 -0.1
N 1.2965 -0.9125 1.3755 -1.5 0.6 -0.8
C 4.2679 1.2697 2.3019 0.3 0.1 0.1
C 4.9177 0.7844 3.4358 -0.1 0.2 -0.2
C 6.2157 1.1632 3.7135 0.3 0.1 0.0
C 6.8940 2.0236 2.8582 -0.3 -0.1 -0.1
Cl 8.5278 2.4522 3.1774 0.0 0.0 0.0
C 6.2439 2.5505 1.7473 0.2 0.0 0.1
C 4.9403 2.1847 1.4862 -0.1 -0.2 0.1
C -3.6932 2.4494 1.0749 0.2 -0.4 -0.2
C -4.2742 1.4282 0.3780 0.4 0.1 0.0
N -1.3284 -1.5545 0.2461 0.9 1.0 0.4
H 0.4173 -7.7377 1.1409 0.0 -0.2 -0.1
H 0.2256 -5.4947 0.1538 -0.1 -0.1 -0.1
H 0.3686 -3.7629 4.0545 0.0 0.1 0.1
H 0.5407 -6.0057 5.0443 0.0 0.0 0.1
H -2.0397 -4.7572 0.7022 0.0 -0.1 0.2
H -3.8947 -3.4633 -0.6385 -0.2 0.0 -0.1
H -5.1971 1.2170 -1.6995 0.0 0.0 -0.1
H -6.7334 1.0015 -3.5439 -0.1 0.1 -0.1
H -5.1911 -2.8849 -4.4059 0.0 -0.1 -0.1
H -3.6496 -2.6927 -2.5448 0.0 -0.1 -0.1
H -2.7381 4.9666 0.1067 0.0 0.0 -0.1
H -3.6676 7.1070 0.8717 -0.1 0.1 0.0
H -2.1465 6.3614 4.7966 0.0 0.0 0.1
H -1.2080 4.2222 4.0283 0.1 0.0 0.1
H 0.7223 4.9174 2.4502 0.0 0.1 0.1
H 3.0712 3.6686 2.6932 0.1 0.0 0.1
H 4.3083 -1.5098 2.6299 0.2 0.0 0.0
H 2.7440 -3.6593 2.5254 0.0 -0.2 0.1
H 4.3838 0.1532 4.1287 0.0 -0.1 0.1
H 6.7034 0.8177 4.6086 0.1 -0.1 0.1
H 6.7608 3.2409 1.0973 0.1 0.0 0.0
H 4.4382 2.6000 0.6246 -0.1 0.0 -0.1
H -4.1927 3.2199 1.6256 -0.1 0.2 0.1
H -5.3225 1.2117 0.3249 -0.1 0.0 -0.1
N 3.6350 2.1650 -2.0796 -0.4 0.1 0.1
C 4.3892 1.0915 -1.7131 0.0 -0.5 0.2
C 3.5790 0.3001 -0.9483 0.4 0.0 -0.2
N 2.3483 0.8699 -0.8424 -1.3 0.5 -0.3
C 2.3994 1.9979 -1.5426 0.4 -0.5 0.1
C 1.2409 2.8167 -1.7607 -0.6 0.2 0.0
N 0.0325 2.4492 -1.3473 0.9 -1.3 0.3
C -0.8287 3.4111 -1.7698 -0.2 0.3 -0.2
C -0.1399 4.3795 -2.4417 -0.5 -0.1 0.1
N 1.1653 3.9907 -2.4352 0.2 -0.3 0.2
H 3.9497 2.9096 -2.6820 -0.1 0.0 0.0
H 5.4047 0.9706 -2.0304 0.2 0.0 0.0
H 3.8100 -0.6351 -0.4783 0.1 -0.1 0.0
H -1.8838 3.3350 -1.5993 -0.2 0.0 0.1
H -0.4716 5.2827 -2.9081 0.0 0.2 -0.1
H 1.9120 4.5061 -2.8718 0.1 0.0 0.1
C 1.5768 -0.3809 -3.5605 -0.5 -0.1 0.6
Si 0.0334 -0.7985 -2.4941 0.4 0.0 -0.7
C -1.4178 -0.0397 -3.4945 0.3 -0.3 0.6
C 0.0439 -2.7114 -2.4829 -0.1 0.6 0.1
C -0.8825 -3.4846 -3.1785 0.0 0.1 0.0
C -0.7543 -4.8630 -3.2532 0.0 0.0 0.0
C 0.3153 -5.4963 -2.6437 0.0 0.0 0.0
C 1.2490 -4.7451 -1.9479 0.2 0.0 0.0
C 1.1067 -3.3711 -1.8616 -0.1 0.2 -0.1
H 1.5000 -0.9228 -4.4986 -0.2 -0.1 -0.1
H 2.5072 -0.6878 -3.0961 0.1 -0.1 0.1
H 1.6385 0.6749 -3.8025 0.0 0.3 0.0
H -1.4864 -0.5168 -4.4679 0.1 -0.2 -0.2
H -1.2530 1.0205 -3.6654 0.2 0.2 0.0
H -2.3836 -0.1459 -3.0170 -0.1 0.0 0.0
H -1.6975 -3.0033 -3.6981 -0.2 0.1 -0.1
H -1.4753 -5.4424 -3.8092 -0.1 -0.1 -0.1
H 0.4285 -6.5678 -2.7211 0.0 -0.1 0.0
H 2.0979 -5.2285 -1.4865 0.1 -0.1 0.1
H 1.8506 -2.7920 -1.3282 0.2 0.0 0.1